{"formula": "C15H35N2O7", "method": "the ωB97M-V functional and the def2-TZVPD basis", "relative_energy_kj_mol": 130.6, "total_charge": -1, "total_energy_ev": -33431.09534, "elements": ["N", "C", "C", "O", "N", "O", "C", "O", "O", "H", "H", "H", "H", "H", "C", "C", "O", "C", "C", "H", "H", "H", "H", "H", "H", "H", "H", "H", "H", "C", "C", "O", "C", "C", "H", "H", "H", "H", "H", "H", "H", "H", "H", "H", "C", "C", "O", "C", "C", "H", "H", "H", "H", "H", "H", "H", "H", "H", "H"], "xyz": [[-1.6438, -0.0563, 2.8177], [-2.3805, 1.2128, 2.4834], [-3.4793, 1.6182, 3.5874], [-4.8245, 1.8469, 3.0674], [-4.8269, 2.6519, 1.9605], [-5.2460, 1.9618, 1.0628], [-1.3819, 2.4954, 2.3653], [-1.8449, 3.5103, 1.7192], [-0.1203, 2.5262, 2.9029], [-2.0109, -0.4816, 3.6904], [-1.8830, -0.7308, 2.0627], [-2.8100, 1.0699, 1.4354], [-3.1044, 2.5602, 4.1275], [-3.5638, 0.8075, 4.4046], [-2.8936, 3.4188, -2.3208], [-2.3785, 2.4025, -1.3153], [-2.2503, 1.0878, -1.8512], [-1.3638, 0.9399, -2.9499], [0.0679, 1.3364, -2.6321], [-3.8648, 3.1051, -2.7186], [-3.0061, 4.3976, -1.8478], [-2.2157, 3.5337, -3.1694], [-3.0894, 2.3348, -0.4898], [-1.4307, 2.7270, -0.8779], [-1.7425, 1.4917, -3.8176], [-1.3839, -0.1191, -3.2263], [0.1492, 2.3893, -2.3558], [0.7106, 1.1663, -3.5000], [0.4499, 0.7483, -1.7933], [1.9513, -3.9412, -4.2727], [1.2252, -2.6062, -4.2854], [2.0901, -1.4910, -4.4508], [2.8557, -1.4572, -5.6467], [2.0095, -1.4405, -6.9083], [2.7035, -3.9594, -3.4777], [1.2438, -4.7579, -4.1068], [2.4680, -4.1337, -5.2147], [0.7232, -2.4702, -3.3245], [0.4398, -2.5927, -5.0479], [3.5696, -2.2879, -5.6616], [3.4514, -0.5407, -5.6091], [1.3967, -2.3393, -7.0021], [2.6478, -1.3761, -7.7930], [1.3320, -0.5822, -6.9021], [2.6014, 0.1210, 3.7429], [1.5675, 0.0375, 4.8517], [0.9828, -1.2550, 4.9884], [1.8715, -2.3189, 5.2896], [2.6253, -2.1292, 6.5954], [2.1571, -0.1661, 2.7850], [2.9888, 1.1394, 3.6602], [3.4487, -0.5456, 3.9230], [0.7513, 0.7275, 4.6212], [1.9881, 0.3656, 5.8087], [2.5629, -2.4811, 4.4554], [1.2605, -3.2240, 5.3630], [3.2596, -1.2410, 6.5759], [3.2642, -2.9937, 6.7945], [1.9247, -2.0125, 7.4271]], "forces_ev_per_a": [[-1.3801, -0.2680, -0.3203], [0.7251, 0.5178, 0.0653], [1.4560, 0.5231, 0.9049], [0.9081, -0.9479, 1.6004], [-0.9196, -1.9085, -2.3213], [0.4538, 2.2044, 0.8306], [3.9389, 2.5368, 0.2476], [0.1016, -2.8212, 1.3828], [-5.3427, -1.2347, -1.6210], [0.4340, 0.4524, -0.7551], [0.3623, 0.5515, 0.8877], [0.2380, 0.4632, 1.5460], [-0.6293, -1.2106, -0.8840], [-0.2077, 1.1194, -1.5179], [-0.0644, -0.0579, -0.1859], [0.0644, 0.2142, 0.0778], [-0.0902, -0.3502, -0.2167], [-0.0206, 0.0847, 0.2298], [0.1056, 0.0918, 0.0433], [0.0575, 0.0454, 0.0720], [0.0116, -0.1318, 0.0407], [0.0472, 0.0781, 0.0189], [0.1732, -0.1310, -0.0886], [-0.0867, 0.0449, 0.0331], [0.0590, 0.0844, -0.0431], [-0.1389, 0.0443, 0.1433], [-0.0224, -0.0321, -0.0491], [-0.0325, -0.0648, 0.0394], [-0.0380, 0.0364, -0.0783], [0.1627, -0.0395, -0.0182], [0.0443, -0.0465, 0.0147], [0.0514, 0.1302, 0.0590], [-0.0932, -0.0235, 0.0285], [-0.1449, -0.0212, -0.0410], [-0.1285, 0.0054, -0.0515], [0.0410, 0.0863, 0.0175], [-0.0760, -0.0448, -0.0260], [0.1302, 0.2078, -0.0703], [0.0092, -0.0628, -0.0621], [-0.0276, -0.0590, -0.0741], [-0.1348, -0.0623, 0.2062], [0.0862, -0.0117, -0.0415], [-0.0205, 0.0130, 0.0598], [0.0868, -0.0416, 0.0068], [0.0655, -0.1811, -0.0911], [-0.1013, 0.3085, -0.1723], [-0.0543, -0.3763, 0.1740], [-0.1486, 0.2663, -0.0626], [0.0793, 0.0677, 0.1146], [-0.0490, 0.1661, 0.1338], [-0.1587, -0.0617, -0.0159], [0.0944, 0.0335, 0.0662], [-0.0351, -0.2038, -0.1466], [0.1317, -0.0676, 0.0500], [0.1170, 0.0188, 0.0437], [-0.1003, 0.1640, -0.0596], [0.0222, -0.0746, -0.0490], [-0.0405, 0.0146, -0.0048], [0.0283, -0.0381, -0.0702]], "lowdin_charge": [0.02, -0.26, -0.12, -0.16, -0.02, 0.02, -0.56, -0.12, -0.18, 0.06, 0.07, 0.12, 0.13, 0.13, -0.08, -0.27, -0.16, -0.29, -0.08, 0.08, 0.08, 0.06, 0.09, 0.11, 0.10, 0.11, 0.07, 0.07, 0.09, -0.08, -0.28, -0.16, -0.28, -0.08, 0.08, 0.08, 0.06, 0.12, 0.11, 0.10, 0.12, 0.06, 0.07, 0.08, -0.08, -0.27, -0.17, -0.29, -0.09, 0.08, 0.08, 0.05, 0.10, 0.10, 0.10, 0.11, 0.06, 0.07, 0.08]}